C34H36BCuN2O2Te as an isolated structure, computed with the ωB97M-V functional and the def2-TZVPD basis.

```
77
Properties=species:S:1:pos:R:3
Cu -2.1307 -1.7962 -0.3304
C 4.1008 -1.4350 2.9658
C 2.9385 -1.4842 2.0008
C 3.1357 -1.7050 0.6430
C 2.0869 -1.8097 -0.2555
C 2.3895 -2.0776 -1.6873
O 1.8042 -2.8915 -2.3628
C 3.5039 -1.2865 -2.3413
C 3.8205 0.0202 -1.9784
C 4.8590 0.6920 -2.6105
C 5.5880 0.0716 -3.6156
C 5.2480 -1.2159 -4.0136
C 4.2047 -1.8809 -3.3869
C 0.7165 -1.6942 0.1879
O -0.2151 -1.8541 -0.6483
C 0.5263 -1.3461 1.5837
C 1.6374 -1.2973 2.4289
C -0.7870 -1.0228 2.1606
N -1.8449 -0.8784 1.4580
C -3.0993 -0.4097 2.0396
C -3.6634 0.7677 1.2425
Te -2.5892 2.6450 1.5388
C -0.8651 2.6261 0.3523
C -0.9587 2.9831 -1.1289
C 0.3701 3.5646 -1.5782
C 1.5349 3.3024 -0.9317
C 1.5787 2.6047 0.3107
C 0.3546 2.3649 0.9463
C -0.8811 -0.8556 3.6586
C -1.3428 -1.9260 4.4180
C -1.5229 -1.7982 5.7890
C -1.2463 -0.5913 6.4173
C -0.7781 0.4790 5.6660
C -0.5966 0.3481 4.2958
H 5.0475 -1.4520 2.4222
H 4.0948 -2.2886 3.6514
H 4.0797 -0.5269 3.5746
H 4.1508 -1.8410 0.2826
H 3.2235 0.5206 -1.2241
H 5.0930 1.7095 -2.3224
H 6.4091 0.5932 -4.0943
H 5.7919 -1.6961 -4.8186
H 3.9108 -2.8801 -3.6881
H 1.4769 -1.0713 3.4756
H -3.0013 -0.0982 3.0818
H -3.8092 -1.2452 2.0079
H -4.6791 0.9731 1.5907
H -3.7174 0.5313 0.1802
H -1.7411 3.7412 -1.2742
H 0.3707 4.1718 -2.4811
H 2.4661 3.6846 -1.3498
H 2.5191 2.3834 0.8075
H 0.3734 2.0076 1.9703
H -1.5628 -2.8661 3.9228
H -1.8866 -2.6413 6.3663
H -1.4050 -0.4820 7.4845
H -0.5592 1.4245 6.1488
H -0.2487 1.1884 3.7102
C -0.1033 1.4678 -4.1163
C -1.4337 1.8941 -3.4877
C -2.5627 1.0462 -4.0812
C -1.4136 1.7476 -1.9538
H -0.1365 1.5626 -5.2100
H 0.1037 0.4211 -3.8674
H 0.7222 2.0693 -3.7350
H -1.6259 2.9469 -3.7371
H -2.4470 0.0024 -3.7720
H -2.5557 1.0837 -5.1786
H -3.5426 1.3863 -3.7336
H -2.4290 1.5036 -1.6128
H -0.7698 0.9053 -1.6861
B -6.5389 -2.1526 -1.1279
C -4.9695 -2.2506 -1.0107
N -3.8218 -2.3180 -0.9149
H -6.9281 -1.6022 -0.1104
H -6.8181 -1.4907 -2.1100
H -7.0037 -3.2764 -1.2135
```

Kohn-Sham gap	4.21	eV
energy above the lowest of the compared OMol25 structures with the same formula, charge and spin	0.00	kJ/mol
LUMO	4.1	eV
total charge	-2

C34H36CoN6O4SSi as an isolated structure in a non-equilibrium geometry, computed with the ωB97M-V functional and the def2-TZVPD basis.

```
83
Properties=species:S:1:pos:R:3
Co 0.6229 -0.6742 0.6573
C 4.8589 -1.9333 1.1040
C 3.7661 -1.0973 0.9213
N 2.5185 -1.4332 1.2709
C 2.3180 -2.6486 1.8332
C 3.3806 -3.5509 2.0870
C 4.6797 -3.1695 1.6953
C 3.0853 -4.7832 2.6982
C 1.7965 -5.0682 3.1084
C 0.7529 -4.1862 2.8879
C 0.9717 -2.9938 2.1693
N 0.0601 -2.0940 1.7263
C -1.2680 -2.0107 2.0432
C -2.1813 -3.0244 2.3712
C -3.4898 -2.7047 2.7000
C -3.9476 -1.3997 2.6846
C -3.0887 -0.3524 2.3014
C -3.4688 1.0016 2.2204
C -2.5256 1.9414 1.8489
C -1.2333 1.5474 1.5418
N -0.8546 0.2651 1.5721
C -1.7520 -0.6720 1.9664
H 5.8402 -1.6095 0.7892
H 3.9053 -0.1238 0.4749
H 5.5080 -3.8417 1.8605
H 3.8850 -5.4889 2.8531
H 1.5921 -6.0048 3.6017
H -0.2246 -4.4247 3.2674
H -1.8936 -4.0593 2.3081
H -4.1733 -3.4987 2.9567
H -4.9727 -1.1728 2.9325
H -4.4787 1.2851 2.4657
H -2.7756 2.9883 1.7944
H -0.5028 2.2887 1.2609
C 1.8674 -1.5356 -2.4558
Si 0.5446 -2.1393 -1.1745
C 0.9806 -3.9880 -0.8486
C -1.1989 -2.1593 -1.9767
C -2.3412 -1.5721 -1.4417
C -3.5743 -1.7417 -2.0463
C -3.6849 -2.5068 -3.1954
C -2.5513 -3.0799 -3.7487
C -1.3204 -2.9029 -3.1471
H 1.7577 -2.1191 -3.3647
H 2.8762 -1.6897 -2.0862
H 1.7661 -0.4898 -2.7240
H 0.8811 -4.5451 -1.7751
H 0.3364 -4.4658 -0.1186
H 2.0044 -4.0974 -0.5077
H -2.2642 -0.9805 -0.5391
H -4.4484 -1.2727 -1.6202
H -4.6517 -2.6593 -3.6500
H -2.6205 -3.6711 -4.6479
H -0.4377 -3.3423 -3.5861
C -2.0658 6.4530 0.8856
C -1.8282 5.7319 -0.4237
S -0.0774 5.2396 -0.4779
O 0.0610 4.0604 0.3483
O 0.7704 6.3474 -0.1933
C 0.1365 4.7178 -2.2370
C 1.3775 3.8600 -2.4385
N 1.5025 2.7925 -1.4700
C 0.7556 1.6684 -1.3798
N 1.1262 0.9353 -0.3316
C 2.0997 1.6329 0.3128
C 2.3528 2.7895 -0.3829
N 3.3115 3.7569 -0.0303
O 3.9394 3.5208 0.9918
O 3.4851 4.7249 -0.7602
C -0.3880 1.3747 -2.2745
H -3.1289 6.5752 1.0786
H -1.5993 7.4334 0.8556
H -1.6173 5.8867 1.6993
H -2.0146 6.3653 -1.2858
H -2.3871 4.8019 -0.4972
H 0.2371 5.6367 -2.8042
H -0.7833 4.2087 -2.5080
H 2.2598 4.4949 -2.3179
H 1.3812 3.4299 -3.4456
H 2.5340 1.3201 1.2437
H -0.1640 1.6400 -3.3053
H -1.2607 1.9406 -1.9447
H -0.6473 0.3218 -2.2269
```

Kohn-Sham gap (spin up / spin down)	5.84 / 6.03	eV
energy above the lowest of the compared OMol25 structures with the same formula, charge and spin	94.25	kJ/mol
multiplicity	5
LUMO (spin up / spin down)	-3.1 / -4.1	eV
total charge	+1

C34H37As2FINOPPt as an isolated structure, computed with the ωB97M-V functional and the def2-TZVPD basis.

```
79
Properties=species:S:1:pos:R:3
Pt -0.1342 -1.0820 -0.5819
I 2.0482 -1.0828 -2.1178
C 3.4241 0.1846 -1.1796
C 4.7110 -0.2583 -1.3244
C 5.7878 0.5456 -0.9118
C 5.5247 1.7965 -0.4456
C 4.1956 2.2736 -0.3129
C 4.0028 3.6281 0.0441
C 2.7534 4.1671 0.0846
C 1.6480 3.3247 -0.0898
C 1.7635 1.9668 -0.3425
P 0.0922 1.2286 -0.3077
C -0.6908 2.0754 -1.7180
C -0.0518 2.0397 -2.9620
C -0.4841 2.8473 -3.9982
C -1.5634 3.7053 -3.8113
C -2.1998 3.7498 -2.5828
C -1.7632 2.9471 -1.5338
C -0.7560 1.7976 1.1838
C -2.1327 1.5522 1.2130
C -2.8981 1.9906 2.2809
C -2.2932 2.6540 3.3425
C -0.9238 2.8751 3.3325
C -0.1543 2.4517 2.2571
C 3.0739 1.4366 -0.6005
H 4.9175 -1.2195 -1.7787
H 6.8005 0.1832 -1.0176
H 6.3338 2.4683 -0.1889
H 4.8768 4.2386 0.2336
H 2.6004 5.2196 0.2778
H 0.6675 3.7757 -0.0064
H 0.8138 1.4132 -3.1247
H 0.0306 2.8224 -4.9498
H -1.8920 4.3467 -4.6182
H -3.0285 4.4263 -2.4227
H -2.2595 3.0344 -0.5793
H -2.6107 1.0593 0.3716
H -3.9684 1.8289 2.2846
H -2.8925 3.0002 4.1740
H -0.4487 3.3870 4.1585
H 0.9114 2.6325 2.2767
C 0.5229 -0.5401 3.1135
As 0.9896 -1.5468 1.5489
C 2.9005 -1.6001 1.5145
C 0.3396 -3.3038 1.9250
C 1.0989 -4.2361 2.6188
C 0.5516 -5.4842 2.8940
C -0.7344 -5.7959 2.4774
C -1.4983 -4.8612 1.7879
C -0.9532 -3.6142 1.5161
As -1.9686 -2.2591 0.6232
C -3.1287 -3.0585 -0.6675
C -3.1251 -1.3969 1.8886
H 1.0014 -1.0769 3.9348
H -0.5549 -0.5556 3.2574
H 0.8843 0.4825 3.0787
H 3.2502 -1.8467 2.5173
H 3.2843 -0.6242 1.2334
H 3.2295 -2.3592 0.8078
H 2.1091 -4.0144 2.9401
H 1.1369 -6.2184 3.4307
H -1.1451 -6.7752 2.6830
H -2.4985 -5.1207 1.4642
H -2.5744 -3.7069 -1.3371
H -3.6343 -2.2613 -1.2070
H -3.8665 -3.6293 -0.0999
H -3.4753 -2.1463 2.5993
H -3.9752 -0.9946 1.3376
H -2.6234 -0.5924 2.4153
C -2.8319 -0.2647 -4.0330
C -1.8920 -1.0228 -3.1626
N -1.2725 -2.0921 -3.6278
O -1.7380 -0.6321 -1.9640
H -2.9765 -0.7347 -5.0024
H -2.4458 0.7463 -4.1639
H -3.7919 -0.1820 -3.5228
H -1.4373 -2.4085 -4.5710
H -0.7835 -2.7008 -2.9737
F -0.2050 -3.0032 -1.2831
```

Kohn-Sham gap	6.32	eV
energy above the lowest of the compared OMol25 structures with the same formula, charge and spin	232.33	kJ/mol
LUMO	-9.9	eV
total charge	+3

C34H37AsCoF6N9O5S3 as an isolated structure, computed with the ωB97M-V functional and the def2-TZVPD basis.

```
96
Properties=species:S:1:pos:R:3
Co -0.6945 0.0856 0.5115
C -0.1043 -2.5928 1.3762
N 0.4188 -1.2172 1.5356
C 1.8312 -1.0702 1.0760
C 2.0217 0.3901 0.8448
N 0.9455 1.1306 0.6789
C 1.3798 2.4493 0.5449
C 0.6781 3.6411 0.3615
C 1.4241 4.7928 0.2395
C 2.8293 4.7755 0.3027
C 3.5274 3.6048 0.5004
C 2.7685 2.4450 0.6214
N 3.1414 1.1205 0.8394
C -1.5737 -2.4283 1.2644
N -2.1062 -1.2590 0.9656
C -3.4944 -1.4532 0.9951
C -4.5693 -0.5753 0.8503
C -5.8404 -1.1007 0.9335
C -6.0609 -2.4690 1.1647
C -5.0129 -3.3405 1.3530
C -3.7351 -2.7964 1.2795
N -2.4928 -3.3755 1.4674
H 0.1807 -3.2341 2.2127
H 0.2979 -3.0335 0.4640
H 0.3765 -0.9506 2.5149
H 1.9475 -1.6254 0.1451
H 2.5267 -1.4717 1.8149
H -0.4034 3.6650 0.3237
H 0.9174 5.7367 0.0920
H 3.3720 5.7039 0.1919
H 4.6073 3.5846 0.5512
H 4.0809 0.7531 0.7468
H -4.4245 0.4834 0.7131
H -6.6932 -0.4453 0.8203
H -7.0751 -2.8414 1.2057
H -5.1747 -4.3923 1.5448
H -2.2898 -4.3649 1.5189
C 6.8332 -0.6896 -0.6642
C 5.5949 -0.0642 -1.2473
C 4.4737 -0.8318 -1.5608
C 3.3587 -0.2656 -2.1595
C 3.3396 1.0919 -2.4754
N 2.1612 1.6032 -3.0717
C 1.7831 2.9122 -3.1574
O 2.4979 3.8680 -2.9854
N 0.4149 3.0856 -3.5114
C -0.6442 2.6336 -2.7223
C -1.9453 3.1007 -2.9123
C -2.9464 2.6613 -2.0692
C -2.6535 1.7840 -1.0367
N -1.4134 1.3297 -0.8567
C -0.4484 1.7247 -1.6946
C 4.4514 1.8759 -2.1802
C 5.5515 1.2926 -1.5638
H 6.5989 -1.5880 -0.0931
H 7.3657 0.0052 -0.0151
H 7.5218 -0.9810 -1.4591
H 4.4826 -1.8980 -1.3599
H 2.5027 -0.8880 -2.3967
H 1.5279 0.9235 -3.4651
H 0.2730 4.0104 -3.8955
H -2.1654 3.8025 -3.7074
H -3.9627 3.0045 -2.1979
H -3.4072 1.4454 -0.3496
H 0.5264 1.3105 -1.5269
H 4.4555 2.9234 -2.4347
H 6.4165 1.9116 -1.3535
F -1.0343 -2.2520 -4.4562
C -0.5734 -1.3418 -3.6218
F 0.7544 -1.2647 -3.7350
F -1.0917 -0.1513 -3.9120
S -1.0746 -1.8132 -1.9031
O -0.1142 -1.0041 -1.0621
O -2.4470 -1.4384 -1.7822
N -0.6027 -3.2593 -1.7910
S -1.4574 -4.5773 -1.4371
O -2.8680 -4.3589 -1.4637
O -0.8627 -5.2057 -0.2875
C -1.0137 -5.6332 -2.8821
F 0.3044 -5.7574 -2.9567
F -1.4719 -5.0737 -3.9903
F -1.5701 -6.8183 -2.7054
C -0.0004 0.8479 4.8614
As -1.7407 0.8370 4.0527
C -2.8130 2.1379 4.9486
C -2.5469 -0.8850 4.2968
S -1.6922 1.4934 2.0145
H -0.0898 0.6390 5.9268
H 0.4319 1.8347 4.7061
H 0.6454 0.0987 4.4065
H -2.8930 1.8863 6.0046
H -3.7973 2.1402 4.4848
H -2.3442 3.1119 4.8244
H -2.5877 -1.1116 5.3617
H -1.9705 -1.6471 3.7787
H -3.5512 -0.8526 3.8757
```

Kohn-Sham gap (spin up / spin down)	6.63 / 6.63	eV
LUMO (spin up / spin down)	-6.4 / -6.4	eV
total charge	+2

C34H37AsIrN11 as an isolated structure, computed with the ωB97M-V functional and the def2-TZVPD basis.

```
84
Properties=species:S:1:pos:R:3
Ir 0.0504 2.0405 -1.3160
N -2.4129 0.4653 -3.2974
C -1.1170 0.4165 -3.7622
N -0.7792 -0.2312 -4.8612
N 0.5648 -0.0526 -4.9537
N 1.0014 0.6597 -3.9756
N -0.0601 0.9744 -3.1765
C -2.9153 1.4270 -2.4320
N -4.2069 1.6863 -2.3409
N -4.2776 2.6542 -1.3934
N -3.0944 2.9472 -0.9559
N -2.1947 2.1663 -1.6040
H -3.0925 0.0659 -3.9202
C -0.1690 5.4025 -2.3581
C 0.0195 5.8343 -0.9328
C -0.0434 7.1679 -0.5645
C 0.0922 7.5639 0.7649
C 0.2865 6.5944 1.7500
C 0.3545 5.2490 1.4315
C 0.5413 4.1902 2.4814
C 0.2294 4.8391 0.0695
N 0.2938 3.5349 -0.2262
H -0.1005 6.2569 -3.0350
H -1.1463 4.9259 -2.4900
H 0.5725 4.6566 -2.6450
H -0.2072 7.9163 -1.3348
H 0.0388 8.6122 1.0315
H 0.3795 6.8923 2.7906
H 0.6226 4.6381 3.4741
H 1.4325 3.5886 2.2881
H -0.2963 3.4862 2.4729
C 1.6729 -6.2280 -3.4937
C 1.2213 -4.9965 -2.7503
C 2.0792 -3.9350 -2.5242
C 1.6942 -2.7794 -1.8357
C 2.7321 -1.6900 -1.7214
C 0.3879 -2.7028 -1.3210
As -0.4969 -1.1118 -0.5041
N 0.7139 0.2058 -0.1703
C 1.7413 0.1923 0.7491
C 2.1177 -0.9283 1.5225
C 3.1804 -0.8841 2.4158
C 3.9316 0.2710 2.5902
C 3.5863 1.3871 1.8293
C 2.5281 1.3549 0.9374
C -1.0116 -1.6994 1.3679
C -1.7510 -0.7082 2.0532
C -2.1251 0.6208 1.4422
C -2.1760 -0.9391 3.3620
C -1.9183 -2.1261 4.0274
C -2.3736 -2.3486 5.4500
C -1.2161 -3.1017 3.3408
C -0.7591 -2.9129 2.0353
C -0.0082 -4.0828 1.4339
C -0.5118 -3.7531 -1.6043
C -1.9758 -3.6940 -1.2152
C -0.0842 -4.8791 -2.2922
H 2.7088 -6.1292 -3.8218
H 1.0550 -6.4026 -4.3787
H 1.6017 -7.1190 -2.8644
H 3.0938 -3.9844 -2.9114
H 3.5506 -1.8968 -2.4127
H 3.1431 -1.6316 -0.7145
H 2.3230 -0.7138 -1.9667
H 1.5745 -1.8530 1.3997
H 3.4201 -1.7758 2.9858
H 4.7631 0.2999 3.2834
H 4.1570 2.3059 1.9313
H 2.2750 2.2338 0.3596
H -2.6580 0.4988 0.5000
H -1.2499 1.2289 1.2235
H -2.7678 1.1860 2.1188
H -2.7281 -0.1530 3.8709
H -2.9231 -1.4828 5.8244
H -1.5217 -2.5180 6.1141
H -3.0270 -3.2222 5.5274
H -0.9941 -4.0453 3.8349
H 0.5197 -4.6248 2.2224
H 0.7159 -3.7864 0.6819
H -0.6955 -4.7856 0.9519
H -2.1543 -3.2018 -0.2608
H -2.3904 -4.7020 -1.1494
H -2.5427 -3.1422 -1.9711
H -0.7947 -5.6823 -2.4820
```

Kohn-Sham gap (spin up / spin down)	5.37 / 6.28	eV
energy above the lowest of the compared OMol25 structures with the same formula, charge and spin	0.00	kJ/mol
multiplicity	5
LUMO (spin up / spin down)	4.2 / 4.2	eV
total charge	-2

- Look up the total charge of the third one.
  +3